{"formula": "C38H38Cl60N", "method": "ωB97M-V/def2-TZVPD", "species": ["C", "C", "C", "C", "C", "C", "C", "C", "N", "C", "C", "C", "C", "C", "C", "C", "C", "C", "C", "H", "H", "H", "H", "H", "H", "H", "H", "H", "H", "H", "H", "H", "H", "H", "H", "H", "H", "C", "Cl", "Cl", "Cl", "H", "C", "Cl", "Cl", "Cl", "H", "C", "Cl", "Cl", "Cl", "H", "C", "Cl", "Cl", "Cl", "H", "C", "Cl", "Cl", "Cl", "H", "C", "Cl", "Cl", "Cl", "H", "C", "Cl", "Cl", "Cl", "H", "C", "Cl", "Cl", "Cl", "H", "C", "Cl", "Cl", "Cl", "H", "C", "Cl", "Cl", "Cl", "H", "C", "Cl", "Cl", "Cl", "H", "C", "Cl", "Cl", "Cl", "H", "C", "Cl", "Cl", "Cl", "H", "C", "Cl", "Cl", "Cl", "H", "C", "Cl", "Cl", "Cl", "H", "C", "Cl", "Cl", "Cl", "H", "C", "Cl", "Cl", "Cl", "H", "C", "Cl", "Cl", "Cl", "H", "C", "Cl", "Cl", "Cl", "H", "C", "Cl", "Cl", "Cl", "H"], "coordinates": [[-0.048904, 1.737565, -1.032640], [-1.383888, 1.799781, -0.058058], [-2.895873, 1.391734, -0.632652], [-3.160003, 0.893291, -2.205731], [-4.638886, 0.529736, -2.816545], [-5.907933, 1.017295, -1.900100], [-6.456401, 2.542953, -2.265579], [-5.231283, 3.569560, -1.876717], [-5.032995, 3.936206, -0.422486], [-3.870456, 4.854144, -0.036901], [-2.793410, 5.484655, -1.144628], [-3.011934, 5.080975, -2.723236], [-2.034901, 5.557099, -3.974145], [-2.289829, 5.088419, -5.547567], [-3.586413, 4.132371, -5.929770], [-4.579032, 3.631638, -4.681710], [-4.279745, 4.083889, -3.134523], [-1.819443, 0.820249, -3.163168], [-0.323000, 1.226157, -2.594201], [1.035408, 2.023877, -0.633445], [-1.193183, 2.182442, 1.048328], [-3.775614, 1.509448, 0.142143], [-4.768071, 0.948273, -3.926986], [-4.715676, -0.656020, -2.918626], [-5.696933, 0.981016, -0.743087], [-6.788411, 0.233843, -2.085693], [-6.856908, 2.648745, -3.360672], [-7.399233, 2.710282, -1.554635], [-5.682787, 3.528399, 0.312188], [-3.769109, 5.072201, 1.131973], [-1.894270, 6.200712, -0.834910], [-1.103507, 6.236026, -3.723412], [-1.555801, 5.422610, -6.416582], [-3.779176, 3.830414, -7.046130], [-5.475624, 2.925331, -5.026748], [-1.912553, 0.499215, -4.288249], [0.629526, 1.176754, -3.296485], [-8.564998, -0.407986, -5.149633], [-9.609647, -0.692571, -3.747061], [-7.806753, 1.190186, -5.046479], [-7.332182, -1.674525, -5.274398], [-9.182584, -0.438627, -6.050908], [0.759240, 5.189933, 1.698031], [-0.665849, 5.283860, 0.649323], [0.283934, 5.277232, 3.402787], [1.668042, 3.702281, 1.381028], [1.406397, 6.042527, 1.476852], [-8.682740, 5.762886, -0.799928], [-9.450635, 5.088871, 0.647666], [-8.360916, 7.492100, -0.585500], [-7.184720, 4.892798, -1.171954], [-9.369225, 5.642158, -1.641838], [-4.441289, 5.615168, 4.229104], [-4.592380, 7.380574, 4.228391], [-5.514625, 4.898463, 3.015014], [-2.761341, 5.134374, 3.935617], [-4.738600, 5.244464, 5.213398], [2.124588, -0.685515, 0.707315], [1.079938, -0.970100, 2.109886], [2.882833, 0.912658, 0.810469], [3.357403, -1.952054, 0.582550], [1.507002, -0.716156, -0.193960], [6.883137, -2.664743, 1.367791], [7.664637, -1.584140, 2.534428], [7.780549, -2.684401, -0.159951], [6.747397, -4.302352, 2.030612], [5.876044, -2.288435, 1.170799], [11.383137, -4.173698, -0.414299], [12.164637, -3.093095, 0.752339], [12.280549, -4.193356, -1.942041], [11.247397, -5.811307, 0.248523], [10.376044, -3.797390, -0.611290], [6.115234, -7.368115, 4.323243], [7.615709, -8.304447, 4.429751], [4.948538, -8.180838, 3.265874], [5.423579, -7.115794, 5.934910], [6.348706, -6.391320, 3.891953], [8.760142, -10.324110, 7.432282], [8.553616, -11.946755, 6.751210], [7.707844, -10.101958, 8.840489], [10.453884, -10.044481, 7.871108], [8.476279, -9.592560, 6.671423], [-0.501928, 9.652643, -3.323083], [-2.185232, 9.511674, -3.857968], [0.002863, 8.186998, -2.464712], [0.565288, 9.964247, -4.702748], [-0.429226, 10.497744, -2.633758], [8.160142, -1.859476, 6.532870], [7.953616, -3.482121, 5.851799], [7.107844, -1.637324, 7.941077], [9.853884, -1.579846, 6.971696], [7.876279, -1.127926, 5.772012], [4.224588, -11.592794, 6.120128], [3.179938, -11.877379, 7.522699], [4.982833, -9.994622, 6.223281], [5.457403, -12.859333, 5.995363], [3.607002, -11.623435, 5.218853], [-8.974344, -2.589206, -9.086130], [-7.418234, -1.910188, -9.593026], [-8.737813, -4.141255, -8.264590], [-9.835675, -1.453283, -8.033843], [-9.582171, -2.760847, -9.978170], [0.489206, -4.798878, 3.622212], [1.989681, -5.735210, 3.728720], [-0.677490, -5.611601, 2.564842], [-0.202449, -4.546557, 5.233878], [0.722678, -3.822083, 3.190922], [-5.927880, 3.757065, 7.746699], [-4.764701, 3.902624, 9.075351], [-6.477527, 5.358082, 7.222903], [-5.214124, 2.869563, 6.389343], [-6.794142, 3.196467, 8.107212], [13.303243, -1.844724, -4.539711], [12.717086, -1.897732, -6.210967], [15.014199, -2.299589, -4.465838], [13.057402, -0.233385, -3.844965], [12.729696, -2.564876, -3.950582], [7.689206, 0.956440, -1.556008], [9.189681, 0.020107, -1.449500], [6.522510, 0.143716, -2.613377], [6.997551, 1.208760, 0.055659], [7.922678, 1.933235, -1.987298], [2.499629, -8.448586, 0.113769], [4.055739, -7.769567, -0.393127], [2.736160, -10.000634, 0.935310], [1.638298, -7.312663, 1.166056], [1.891802, -8.620227, -0.778271], [-13.400371, 6.726217, 1.231092], [-11.844261, 7.405236, 0.724196], [-13.163840, 5.174169, 2.052632], [-14.261702, 7.862141, 2.283379], [-14.008198, 6.554576, 0.339052], [2.930626, -1.344994, -3.235348], [3.997709, -2.749957, -3.399365], [1.305398, -1.852167, -2.744288], [3.599439, -0.188213, -2.071704], [2.858315, -0.852013, -4.208173]], "forces_ev_per_angstrom": [[-4.70, -1.35, -1.65], [0.28, -0.96, -3.89], [3.04, 0.03, -2.00], [3.99, 1.37, 1.38], [0.26, -0.61, 0.20], [-0.44, -0.37, -0.49], [0.30, -1.23, 1.58], [1.36, 0.24, -0.61], [4.20, 0.79, -4.14], [1.42, 0.38, -2.88], [-4.13, -2.76, -0.60], [-0.47, -0.80, -1.24], [-2.11, -1.97, -1.48], [-2.40, -1.01, 3.52], [0.44, 1.06, 5.04], [3.09, 1.94, -1.21], [0.41, 0.50, 1.19], [0.64, 1.35, 3.70], [-2.47, 0.42, 2.48], [-2.80, -0.72, -1.13], [-0.79, -0.99, -2.55], [1.99, -0.42, -1.85], [0.47, -0.79, 2.51], [0.28, 2.56, 0.28], [-0.21, 0.02, -2.35], [1.79, 1.90, 0.31], [1.32, 0.02, 2.32], [2.41, -0.60, -1.71], [1.28, 0.81, -1.33], [-0.26, -0.55, -3.01], [-2.69, -1.61, -0.89], [-2.22, -1.59, -0.64], [-1.69, -0.68, 2.23], [0.30, 0.57, 2.56], [2.17, 1.80, 1.20], [0.16, 0.68, 2.50], [-2.40, 0.06, 1.49], [-0.11, -0.38, 0.09], [0.15, 0.09, -0.20], [-0.13, -0.07, -0.25], [-0.22, 0.27, -0.04], [0.37, 0.08, 0.46], [0.33, 0.11, 0.22], [0.77, -0.25, 0.62], [0.34, 0.01, -0.30], [-0.26, 0.42, 0.16], [-0.24, -0.27, 0.08], [-0.54, 0.36, -0.08], [0.35, -0.14, -0.27], [-0.05, -0.25, -0.07], [-2.30, 2.65, 0.53], [0.18, 0.07, 0.29], [0.23, 0.24, 0.34], [-0.01, -0.35, -0.01], [-0.21, -0.04, 0.14], [-0.45, 0.05, -0.02], [0.04, 0.11, -0.41], [-0.10, -0.14, 0.02], [0.10, 0.08, -0.18], [0.18, -0.27, 0.25], [-0.31, -0.07, 0.23], [0.18, 0.04, 0.24], [-0.01, 0.02, 0.07], [-0.11, -0.10, -0.17], [-0.29, -0.08, 0.22], [-0.05, 0.14, -0.12], [0.41, -0.10, 0.07], [-0.13, 0.03, 0.18], [-0.17, -0.11, -0.19], [-0.07, -0.07, 0.11], [-0.03, 0.26, -0.13], [0.36, -0.14, 0.08], [-0.09, 0.02, -0.01], [-0.08, 0.16, -0.12], [0.14, 0.21, 0.00], [0.23, 0.59, -0.23], [-0.07, -0.34, 0.19], [-0.03, 0.00, -0.03], [0.22, 0.32, 0.09], [0.11, 0.01, -0.19], [-0.17, 0.02, -0.08], [0.07, -0.27, 0.30], [-0.07, 0.31, -0.22], [0.21, 0.00, 0.12], [0.09, 0.10, 0.12], [-0.17, -0.06, 0.28], [-0.01, -0.33, -0.21], [0.02, 0.02, -0.02], [0.00, 0.19, 0.05], [0.10, 0.01, -0.20], [-0.23, 0.00, -0.10], [0.09, -0.26, 0.26], [0.07, -0.10, -0.05], [0.08, 0.04, -0.19], [-0.32, -0.69, 0.09], [-0.40, 0.06, -0.08], [0.21, 0.02, 0.32], [0.22, -0.27, -0.12], [-0.25, -0.07, 0.05], [-0.08, 0.27, -0.15], [-0.20, -0.13, -0.38], [0.17, 0.10, 0.33], [0.15, 0.08, 0.08], [-0.17, 0.45, 0.38], [-0.01, 0.22, 0.14], [0.06, 0.03, -0.20], [-0.08, -0.34, 0.13], [-0.01, -0.05, 0.30], [-0.23, -0.04, -0.24], [-0.01, -0.14, 0.04], [-0.08, 0.00, 0.08], [0.30, 0.20, -0.15], [0.02, -0.07, 0.01], [0.03, -0.02, 0.20], [-0.26, 0.02, 0.03], [-0.02, -0.21, -0.02], [0.20, 0.32, -0.23], [0.20, -0.03, -0.17], [-0.04, 0.36, -0.11], [0.73, 0.25, 0.10], [0.00, -0.01, -0.15], [-0.08, -0.35, 0.17], [-0.13, 0.04, -0.11], [-0.17, -0.07, 0.00], [-0.03, 0.16, -0.10], [0.22, -0.55, -0.63], [0.25, 0.02, 0.30], [-0.14, 0.08, 0.00], [-0.30, 0.08, -0.01], [-0.02, 0.13, -0.13], [0.12, -0.19, -0.20], [0.22, 0.05, 0.32], [0.11, -0.06, -0.09], [-0.13, 0.24, 0.01], [0.10, -0.01, -0.07], [-0.70, -0.04, -0.65], [0.01, -0.19, 0.33]], "lowdin_charge": [-0.082, -0.065, -0.028, -0.134, -0.189, -0.185, -0.242, -0.191, -0.063, 0.001, -0.038, -0.050, -0.001, -0.012, -0.014, 0.004, -0.019, -0.027, -0.078, 0.007, 0.078, 0.066, 0.103, 0.129, 0.105, 0.116, 0.035, 0.085, 0.129, 0.054, 0.008, 0.032, 0.106, 0.098, 0.068, 0.092, 0.075, -1.532, 0.539, 0.569, 0.526, -0.087, -1.453, 0.607, 0.522, 0.535, 0.028, -1.450, 0.515, 0.539, 0.738, 0.030, -1.531, 0.547, 0.532, 0.502, -0.083, -1.527, 0.553, 0.486, 0.550, -0.042, -1.513, 0.523, 0.527, 0.541, -0.053, -1.536, 0.524, 0.551, 0.527, -0.033, -1.512, 0.552, 0.499, 0.496, -0.032, -1.546, 0.497, 0.512, 0.520, -0.048, -1.518, 0.523, 0.527, 0.534, 0.022, -1.548, 0.495, 0.519, 0.522, 0.000, -1.503, 0.525, 0.479, 0.501, 0.019, -1.508, 0.524, 0.530, 0.568, 0.023, -1.521, 0.485, 0.503, 0.525, -0.018, -1.508, 0.538, 0.550, 0.540, 0.023, -1.557, 0.515, 0.518, 0.508, -0.060, -1.507, 0.505, 0.488, 0.513, 0.021, -1.521, 0.510, 0.517, 0.468, 0.018, -1.530, 0.488, 0.511, 0.528, 0.020, -1.483, 0.543, 0.556, 0.472, 0.024], "lumo_ev": -4.45, "charge": 1, "total_energy_ha": -29135.88123, "homo_lumo_gap_ev": 6.11, "max_force_ev_per_a": 5.9}